Computed, not measured: a molecular structure, C16H23N5O3, with ωB97M-V with the def2-TZVPD basis set.

XYZ file:
```
47
Properties=species:S:1:pos:R:3:nbo_charge:R:1
C -2.93 -0.72 -2.68 -0.603
C -1.82 -1.14 -1.69 0.321
N -0.79 -0.36 -1.26 -0.263
N -0.69 0.97 -1.79 -0.447
C 0.18 1.64 -1.28 0.644
O 0.73 1.40 -0.16 -0.655
C 0.25 3.27 -1.64 -0.021
C -0.48 3.88 -2.32 -0.290
C -0.17 5.20 -2.77 0.084
N 0.93 5.66 -2.61 -0.396
C 2.07 5.11 -1.95 -0.017
C 1.85 3.79 -1.61 -0.154
H 2.42 3.04 -1.22 0.215
H 2.94 5.50 -1.90 0.187
H -0.94 5.76 -3.25 0.175
H -1.67 3.66 -2.27 0.183
H -1.34 1.37 -2.61 0.409
C -1.92 -2.30 -1.10 -0.609
H -2.52 -3.05 -1.45 0.271
H -0.91 -2.78 -1.20 0.293
C -1.95 -2.30 0.33 0.675
O -2.81 -2.81 1.09 -0.591
N -1.09 -1.39 1.12 -0.646
H -0.67 -0.68 0.57 0.428
C -0.88 -1.28 2.37 -0.151
C 0.19 -0.67 2.97 -0.207
N 1.22 -1.45 2.78 -0.522
C 2.28 -1.45 1.71 -0.228
H 1.83 -0.46 1.06 0.230
C 1.79 -2.73 0.87 -0.057
H 2.70 -2.80 0.03 0.159
O 2.07 -3.92 1.49 -0.530
C 1.16 -3.86 2.76 -0.138
C 1.32 -2.66 3.51 -0.203
H 0.65 -2.59 4.38 0.229
H 2.57 -2.70 4.15 0.115
H 1.42 -4.88 3.16 0.228
H -0.04 -3.73 2.54 0.181
H 0.87 -2.66 0.42 0.172
H 3.25 -1.27 1.99 0.204
H -0.13 -0.32 4.09 0.202
H 0.27 0.55 2.47 0.217
H -1.41 -2.09 2.90 0.246
H -2.10 -0.52 2.64 0.024
H -3.76 -0.82 -2.39 0.198
H -2.82 -1.55 -3.58 0.225
H -2.97 0.22 -3.11 0.212
```

Calculated values
Calculated total energy: -30540.3040 eV
HOMO energy: -7.52 eV
Orbital gap: 0.2670 Ha
Relative energy (zero: lowest compared OMol25 entry of this formula, charge and spin): 472.9 kcal per mole